DFT (the ωB97M-V functional and the def2-TZVPD basis) results for a molecular structure, C33H21F6IN4O13S2TeW in a non-equilibrium geometry.

Output
**Calculated total energy**: -4495.6113 Eh
**Energy above the lowest of the compared OMol25 structures with the same formula, charge and spin**: 303.8 kJ/mol
**2S+1**: 3
**LUMO (alpha / beta)**: -0.99 / -1.16 eV
**Kohn-Sham gap (alpha / beta)**: 5.24 / 7.21 eV

XYZ file:
```
82
Properties=species:S:1:pos:R:3:mulliken_charge:R:1
W -0.74922 1.14852 -0.31250 0.583
O -0.88829 -2.00335 -5.68030 -0.582
C -0.89745 -1.35349 -4.49962 0.766
C -1.35269 -1.91682 -3.32543 -0.588
C -1.30979 -1.17649 -2.15053 0.523
N -0.87037 0.11079 -2.14169 0.728
C -0.43405 0.64822 -3.30333 0.471
C -0.41221 -0.02977 -4.48155 -0.665
C -0.04776 2.07953 -3.07148 0.053
O 0.44942 2.79910 -3.89464 -0.701
O -0.38871 2.41428 -1.84830 -0.618
C -1.74242 -1.59404 -0.81995 -0.044
O -2.32747 -2.61065 -0.53732 -0.708
O -1.42817 -0.64867 0.07110 0.032
H -1.25990 -2.88550 -5.57754 0.320
H -1.73291 -2.93103 -3.28726 0.466
H -0.05876 0.44523 -5.38549 0.610
F 4.32307 1.76336 0.29175 -0.198
C 3.62619 2.36451 1.25621 0.622
F 4.41500 3.22582 1.88173 -0.225
F 3.20822 1.44452 2.12304 -0.156
S 2.17446 3.23647 0.47692 0.828
O 1.51765 2.21532 -0.34572 -0.264
O 2.70647 4.36554 -0.19938 -0.615
N 1.34766 3.57769 1.77843 -0.371
S -0.20592 3.67644 1.73788 1.091
O -0.76614 3.18250 0.46246 -0.602
O -0.85565 3.33575 2.95411 -0.720
C -0.49111 5.49699 1.50921 0.705
F -1.80576 5.72592 1.42815 -0.203
F 0.08002 5.86958 0.36711 -0.196
F 0.01159 6.21004 2.50309 -0.207
I -6.56858 0.08989 0.37095 0.093
C -5.06109 1.40068 -0.24476 -0.620
C -5.30511 2.76197 -0.34626 -0.140
C -4.25808 3.54533 -0.80676 -1.084
C -3.04402 2.96980 -1.10097 -0.295
N -2.78264 1.65153 -0.94071 0.016
C -3.82153 0.88565 -0.53669 0.043
H -6.26209 3.18775 -0.08294 0.448
H -4.38416 4.61074 -0.93828 0.478
H -2.23116 3.55672 -1.50047 0.639
H -3.63472 -0.17233 -0.43822 0.395
Te 1.54734 -0.53509 -0.33421 0.447
C 2.41772 -1.09924 -2.22474 0.589
C 3.36739 -0.23719 -2.76609 -0.255
C 3.93573 -0.51023 -4.00135 -0.738
C 3.55760 -1.64310 -4.70695 -0.600
C 2.60856 -2.50167 -4.17048 -0.754
C 2.03409 -2.22853 -2.93852 -0.360
C 1.49520 -2.57116 0.42312 0.736
C 2.36406 -2.81586 1.48417 -0.690
C 2.40520 -4.06548 2.08456 -0.620
C 1.58041 -5.08172 1.62471 -0.674
C 0.70923 -4.83918 0.57333 -0.943
C 0.65850 -3.58691 -0.02235 0.233
H 3.66779 0.64816 -2.21960 0.391
H 4.67824 0.16342 -4.40886 0.445
H 3.99874 -1.85650 -5.67174 0.385
H 2.30965 -3.38596 -4.71951 0.433
H 1.29551 -2.90328 -2.52637 0.310
H 3.01329 -2.02508 1.83947 0.388
H 3.07650 -4.23483 2.91657 0.496
H 1.60810 -6.05748 2.09224 0.389
H 0.04869 -5.62190 0.22253 0.442
H -0.05073 -3.41414 -0.81919 0.188
O -1.95493 1.22467 1.49525 -0.725
C -0.94388 0.74084 2.06782 1.218
O 0.19134 1.01950 1.48312 -0.200
C -0.95729 -0.09310 3.25024 -0.348
C -2.14301 -0.31646 3.95499 -0.862
C -2.12332 -1.06342 5.11646 -0.817
C -0.93741 -1.60240 5.58786 -0.491
C 0.22944 -1.39611 4.86095 -0.509
C 0.23894 -0.64552 3.70373 0.181
N 1.48128 -1.97162 5.34596 1.136
O 1.44903 -2.59090 6.39168 -0.661
O 2.48342 -1.79837 4.68164 -0.587
H -3.06056 0.10707 3.56890 0.590
H -3.03615 -1.21918 5.67442 0.435
H -0.89081 -2.17377 6.50268 0.520
H 1.16529 -0.49226 3.16948 0.776
```